# 1
ORCA calculation (ωB97M-V/def2-TZVPD) on one molecule with the formula C21H25N3O4.

XYZ file:
```
53
C21H25N3O4 (ωB97M-V/def2-TZVPD)
O 0.452 -3.649 -0.346
C -0.151 -2.597 -0.311
N -0.448 -1.830 -1.358
C -0.048 -2.145 -2.709
C 1.062 -1.209 -3.192
C 0.606 0.253 -3.206
N 1.588 1.092 -3.876
C 2.770 1.395 -3.082
C 2.508 2.470 -2.019
O 1.998 3.653 -2.598
C 0.811 3.388 -3.318
C 1.055 2.336 -4.407
C -0.574 -1.993 1.056
C -1.950 -1.299 1.038
O -2.744 -1.498 0.149
C -2.285 -0.493 2.238
C -1.692 -0.677 3.485
C -2.052 0.132 4.548
C -2.995 1.133 4.379
C -3.596 1.315 3.144
C -3.248 0.503 2.082
N 0.468 -1.071 1.472
C 1.520 -1.492 2.201
C 2.514 -0.638 2.569
C 2.424 0.711 2.176
C 1.375 1.133 1.421
C 0.349 0.232 1.001
O -0.609 0.514 0.278
H -0.950 -0.966 -1.202
H 0.307 -3.178 -2.708
H -0.922 -2.065 -3.363
H 1.927 -1.331 -2.538
H 1.359 -1.492 -4.202
H 0.388 0.582 -2.179
H -0.322 0.318 -3.781
H 3.136 0.485 -2.607
H 3.537 1.760 -3.773
H 3.436 2.752 -1.518
H 1.799 2.088 -1.269
H 0.506 4.340 -3.756
H 0.026 3.042 -2.628
H 0.129 2.133 -4.948
H 1.794 2.728 -5.114
H -0.620 -2.825 1.768
H -0.971 -1.464 3.648
H -1.593 -0.020 5.513
H -3.264 1.766 5.212
H -4.336 2.089 3.011
H -3.698 0.631 1.110
H 1.529 -2.538 2.468
H 3.346 -0.991 3.154
H 3.194 1.406 2.475
H 1.276 2.159 1.105
```

Properties
- Energy above the lowest of the compared OMol25 structures with the same formula, charge and spin: 256.7 kJ/mol
- Electronic energy: -34843.1457 eV
- Structure (SMILES): O=C(NCCCN1CCOCC1)[C@H](C(=O)c1ccccc1)n1ccccc1=O
- F_max: 0.82 eV/A
- Spin multiplicity: 1



# 2
ORCA calculation (ωB97M-V/def2-TZVPD) on C21H25N3O5S as an isolated structure.

XYZ file:
```
55
C21H25N3O5S (ωB97M-V/def2-TZVPD)
C 4.388 -4.092 3.139
H 4.604 -4.980 3.416
C 3.759 -3.975 1.607
C 3.481 -2.598 1.287
O 2.573 -2.032 2.218
C 1.850 -1.077 1.909
C 2.225 -0.267 1.009
C 1.637 1.036 0.481
C 0.464 1.266 1.182
C -0.052 0.460 2.288
C 0.680 -0.845 2.373
H 0.509 -1.446 3.215
H -0.825 0.776 2.951
N -0.503 2.328 0.771
C -0.469 2.827 -0.507
O -0.061 2.155 -1.342
C -1.590 3.980 -0.390
N -2.557 3.680 -1.533
H -2.061 3.406 -2.536
C -3.837 2.903 -1.382
C -3.613 1.617 -0.770
C -2.683 0.478 -1.267
C -2.042 -0.231 -0.436
C -1.036 -1.127 -0.730
C -0.389 -0.847 -2.319
C -1.234 -0.070 -3.038
C -2.209 0.742 -2.425
H -2.778 1.274 -3.481
H -0.858 -0.239 -3.933
S 0.746 -1.955 -2.525
O 1.379 -1.490 -3.939
O 1.812 -2.147 -1.491
N -0.051 -3.398 -2.939
H 0.344 -4.098 -2.183
H 0.109 -3.663 -3.805
H -0.505 -1.659 -0.241
H -2.187 -0.048 0.608
H -4.883 0.973 -0.853
H -3.611 1.646 0.304
H -4.427 3.448 -0.828
H -4.396 2.935 -2.250
C -2.156 3.824 0.918
C -1.214 3.015 1.763
O -1.291 2.945 3.035
H -1.781 5.032 1.206
H -3.200 4.021 1.013
H -1.034 4.881 -0.751
H 1.792 1.783 -0.105
H 3.196 -0.304 0.115
H 3.184 -2.818 0.213
H 4.374 -1.976 1.301
H 4.571 -4.465 0.936
H 2.895 -4.511 1.604
H 3.698 -3.608 3.932
H 5.262 -3.469 3.207
```

Properties
- Energy above the lowest of the compared OMol25 structures with the same formula, charge and spin: 2011.5 kJ/mol
- Electronic energy: -47707.6305 eV
- F_max: 17.22 eV/A
- Spin multiplicity: 1



# 3
ORCA calculation (ωB97M-V/def2-TZVPD) on one molecule with the formula C21H25N3O6S2.

XYZ file:
```
57
C21H25N3O6S2 (ωB97M-V/def2-TZVPD)
C -7.138 -0.106 -0.175
C -5.690 -0.099 0.273
O -5.216 0.774 0.967
N -4.996 -1.171 -0.198
C -3.631 -1.456 -0.027
C -2.909 -1.008 1.074
C -1.566 -1.308 1.182
C -0.915 -2.054 0.200
N 0.444 -2.314 0.371
C 1.314 -2.789 -0.549
O 1.034 -3.246 -1.633
C 2.773 -2.795 -0.023
C 3.646 -3.688 -0.889
O 3.356 -1.482 -0.052
C 3.097 -0.645 0.935
O 2.366 -0.893 1.869
C 3.967 0.606 0.872
C 4.188 1.139 -0.558
C 3.496 2.492 -0.752
N 2.151 2.473 -0.214
S 1.122 1.489 -1.103
O 1.092 0.146 -0.588
O 1.429 1.669 -2.488
C -0.439 2.230 -0.727
C -0.695 3.487 -0.270
C -2.069 3.690 -0.021
C -2.816 2.587 -0.300
S -1.861 1.282 -0.879
C 2.079 2.230 1.219
C 3.387 1.683 1.792
C -1.648 -2.525 -0.886
C -2.991 -2.228 -0.992
H -7.622 -1.033 0.124
H -7.657 0.732 0.281
H -7.195 -0.013 -1.258
H -5.467 -1.761 -0.870
H -3.397 -0.413 1.827
H -1.004 -0.950 2.032
H 0.858 -1.855 1.180
H 2.763 -3.138 1.022
H 3.578 -3.359 -1.922
H 4.681 -3.638 -0.559
H 3.292 -4.712 -0.826
H 4.930 0.278 1.286
H 3.769 0.434 -1.275
H 5.253 1.246 -0.768
H 4.045 3.302 -0.267
H 3.402 2.715 -1.815
H 0.073 4.221 -0.117
H -2.477 4.610 0.355
H -3.870 2.448 -0.163
H 1.813 3.169 1.720
H 1.276 1.510 1.390
H 3.187 1.252 2.773
H 4.115 2.487 1.910
H -1.157 -3.107 -1.647
H -3.550 -2.594 -1.842
```

Properties
- Energy above the lowest of the compared OMol25 structures with the same formula, charge and spin: 14.8 kJ/mol
- Electronic energy: -60609.7021 eV
- Structure (SMILES): CC(=O)Nc1ccc(NC(=O)[C@@H](C)OC(=O)C2CCN(S(=O)(=O)c3cccs3)CC2)cc1
- F_max: 1.19 eV/A
- Spin multiplicity: 1



# 4
ORCA calculation (ωB97M-V/def2-TZVPD) on a 3-piece molecular cluster, C21H25NO10 overall.

XYZ file:
```
57
C21H25NO10 (ωB97M-V/def2-TZVPD)
C 0.957 5.352 0.203
C 2.089 4.251 0.616
C 1.332 2.939 1.197
O 0.525 2.376 0.424
O 1.628 2.600 2.533
C 1.260 1.248 2.877
C 2.405 0.150 2.664
C 3.094 0.147 1.230
C 4.629 0.486 1.135
C 5.404 0.459 -0.235
C 4.664 0.095 -1.576
C 3.161 -0.225 -1.459
C 2.406 -0.202 -0.106
C 0.888 -0.623 -0.323
O 0.024 -0.958 0.516
N 0.769 -0.497 -1.799
C 2.056 -0.638 -2.529
O 2.196 -0.995 -3.731
H 0.636 5.980 1.100
H 0.013 4.871 -0.227
H 1.346 6.077 -0.603
H 2.699 4.733 1.451
H 2.669 4.037 -0.339
H 1.041 1.258 4.015
H 0.306 0.857 2.391
H 3.244 0.284 3.449
H 1.969 -0.901 2.849
H 5.265 0.743 2.044
H 6.534 0.676 -0.295
H 5.175 0.029 -2.587
H 0.162 0.297 -2.118
C -0.887 -3.844 -1.140
C -2.141 -4.428 -0.519
C -1.919 -5.156 0.773
O -3.028 -6.050 0.802
C -3.356 -6.299 -0.499
O -4.124 -7.150 -0.849
O -2.690 -5.461 -1.339
H -0.924 -3.898 -2.231
H -0.767 -2.799 -0.846
H 0.011 -4.378 -0.818
H -2.906 -3.649 -0.420
H -1.930 -4.494 1.640
H -1.001 -5.753 0.786
C -4.368 0.353 0.313
C -3.361 1.398 -0.130
C -3.877 2.374 -1.144
O -2.676 2.792 -1.787
C -1.806 1.751 -1.683
O -0.761 1.685 -2.273
O -2.276 0.800 -0.838
H -3.883 -0.608 0.499
H -4.872 0.673 1.228
H -5.140 0.188 -0.443
H -2.940 1.905 0.745
H -4.393 3.222 -0.693
H -4.526 1.919 -1.900
```

Properties
- Electronic energy: -44143.2954 eV
- Structure (SMILES): CCC(=O)OCCc1cccc2c1C(=O)NC2=O.C[C@@H]1COC(=O)O1.C[C@@H]1COC(=O)O1
- F_max: 5.35 eV/A
- Spin multiplicity: 1



# 5
ORCA calculation (ωB97M-V/def2-TZVPD) on one molecule with the formula C21H25NO2.

XYZ file:
```
49
C21H25NO2 (ωB97M-V/def2-TZVPD)
C 0.403 -5.129 5.222
C -0.239 -4.192 4.257
C 0.293 -3.847 3.086
C -0.274 -2.946 2.095
C 0.412 -2.725 0.902
C -0.095 -1.881 -0.064
C -1.308 -1.224 0.109
O -1.831 -0.361 -0.828
C -1.440 -0.472 -2.179
C -0.418 0.586 -2.629
N 0.890 0.373 -2.034
C 2.000 0.636 -2.929
C 2.084 2.103 -3.366
C 1.917 3.032 -2.194
C 2.238 4.379 -2.325
C 2.069 5.255 -1.270
C 1.570 4.790 -0.064
C 1.245 3.455 0.074
C 1.414 2.567 -0.982
C 1.075 1.108 -0.794
C -2.015 -1.428 1.308
O -3.199 -0.854 1.680
C -4.011 -0.184 0.744
C -1.482 -2.278 2.269
H 0.564 -4.632 6.180
H -0.246 -5.985 5.405
H 1.359 -5.487 4.847
H -1.193 -3.794 4.570
H 1.252 -4.271 2.810
H 1.360 -3.214 0.729
H 0.478 -1.696 -0.959
H -2.360 -0.315 -2.757
H -1.060 -1.475 -2.395
H -0.820 1.582 -2.397
H -0.338 0.495 -3.715
H 2.914 0.362 -2.393
H 1.911 -0.016 -3.802
H 1.296 2.316 -4.097
H 3.041 2.291 -3.858
H 2.627 4.736 -3.268
H 2.325 6.297 -1.387
H 1.433 5.469 0.765
H 0.855 3.085 1.012
H 1.891 0.625 -0.240
H 0.174 1.013 -0.187
H -3.541 0.729 0.374
H -4.921 0.070 1.290
H -4.267 -0.827 -0.102
H -2.060 -2.402 3.170
```

Properties
- Energy above the lowest of the compared OMol25 structures with the same formula, charge and spin: 219.2 kJ/mol
- Electronic energy: -27766.5894 eV
- Structure (SMILES): C/C=C/c1ccc(OCCN2CCc3ccccc3C2)c(OC)c1
- F_max: 0.67 eV/A
- Spin multiplicity: 1